# 1
ORCA calculation (ωB97M-V with the def2-TZVPD basis set) on a cluster of 2 separate species, C7H10N2O2 in total.

E_LUMO ... 0.4452 eV
Relative energy (zero: lowest compared OMol25 entry of this formula, charge and spin) ... 643.99 kJ/mol
M ... 154.169 g mol⁻¹
Gap between HOMO and LUMO ... 9.016 eV
Strongest force on any atom ... 0.083 Eh/bohr
HOMO ... -8.57 eV

CARTESIAN COORDINATES (ANGSTROEM)
1 C 0.8631 -0.7853 2.9894
2 C -1.2032 -0.5766 0.7824
3 C 0.8886 1.5149 1.8726
4 C 0.2091 0.2512 2.2848
5 C 1.4086 1.4154 -0.5540
6 C -1.9028 -2.9018 0.3516
7 C 0.5543 2.0894 0.4145
8 N 1.4088 -1.6112 3.5844
9 N -1.6918 0.2783 0.1021
10 O -0.1351 1.4116 2.9116
11 O -0.9871 -1.8201 0.8986
12 H 1.9071 1.6272 2.1653
13 H 2.5555 1.6022 -0.4231
14 H 1.0375 1.5219 -1.5975
15 H 1.1706 0.3002 -0.4308
16 H -2.1696 -2.7915 -0.6782
17 H -2.7567 -2.8579 1.0126
18 H -1.2367 -3.7863 0.3646
19 H -0.5014 1.8337 0.2835
20 H 0.7985 3.2221 0.3523
21 H -2.3473 0.3754 -0.7044



# 2
ORCA calculation (ωB97M-V with the def2-TZVPD basis set) on a structure of composition C9H29NO7Y2.

E_LUMO ... -15.1570 eV
Charge ... +4
Relative energy (zero: lowest compared OMol25 entry of this formula, charge and spin) ... 1426.88 kJ/mol
M ... 441.143 g mol⁻¹
Gap between HOMO and LUMO ... 1.392 eV
Strongest force on any atom ... 0.083 Eh/bohr
HOMO ... -16.55 eV

CARTESIAN COORDINATES (ANGSTROEM)
1 Y -6.3526 1.3125 -1.1775
2 Y -5.8335 2.0888 -6.6174
3 O -8.1997 1.9663 -4.0824
4 H -9.0831 1.8551 -4.4846
5 O -3.9332 1.4137 -3.7021
6 H -3.3070 0.7080 -3.9559
7 O -5.4542 5.1219 -1.4436
8 H -5.0956 5.7030 -0.7729
9 H -5.9071 5.7070 -2.0509
10 O -0.7798 -1.1774 -4.3888
11 H -0.1050 -0.5544 -4.1191
12 H -0.9922 -0.9268 -5.2878
13 O -6.7600 -2.2298 -3.1194
14 H -6.5581 -2.2806 -4.0537
15 H -7.0208 -3.1196 -2.8815
16 O -2.0412 2.0002 -7.4077
17 H -1.4087 2.5841 -6.9891
18 H -1.6049 1.7080 -8.2080
19 C 2.8656 -2.5309 3.5924
20 C 2.7093 -0.9722 3.7601
21 C 4.0437 -0.2424 3.7104
22 C 4.8090 -0.2525 2.3139
23 C 3.7666 0.2771 1.3217
24 C 2.3193 -0.4270 1.2664
25 N 1.9090 -0.4314 2.6735
26 O 0.5639 -0.7903 2.8212
27 C 1.4362 0.4857 0.4917
28 C 2.2568 -1.8202 0.5890
29 C 1.9864 -0.6415 5.1232
30 H 1.8525 -2.9222 3.4994
31 H 3.2223 -2.9936 4.5126
32 H 3.6016 -2.8325 2.8470
33 H 4.0465 0.7885 4.0647
34 H 4.7166 -0.7275 4.4175
35 H 5.0957 -1.2255 1.9149
36 H 5.7764 0.2473 2.2657
37 H 4.1260 -0.0623 0.3502
38 H 3.6290 1.3580 1.3497
39 H 0.4378 0.0531 0.4275
40 H 1.3572 1.4159 1.0544
41 H 1.8652 0.7431 -0.4767
42 H 2.2895 -1.7853 -0.4999
43 H 2.9566 -2.5500 0.9960
44 H 1.3488 -2.2605 1.0012
45 H 1.1250 -1.2995 5.2380
46 H 1.5829 0.3702 5.1636
47 H 2.6541 -0.8750 5.9525
48 H 0.0872 0.0234 3.0006



# 3
ORCA calculation (ωB97M-V with the def2-TZVPD basis set) on a structure of composition C30H42F5NOP2TeTl.

E_LUMO (spin up / spin down) ... -4.5445 / -5.0905 eV
Charge ... +1
M ... 921.593 g mol⁻¹
Gap between HOMO and LUMO (spin up / spin down) ... 6.407 / 4.853 eV
Strongest force on any atom ... 0.012 Eh/bohr
HOMO (spin up / spin down) ... -10.95 / -9.94 eV

CARTESIAN COORDINATES (ANGSTROEM)
1 Tl 0.1906 -0.9580 -0.3894
2 C -4.2056 1.5768 -1.8502
3 C -3.2014 0.4629 -1.5553
4 C -3.4170 -0.0745 -0.1359
5 P -1.4191 0.8778 -1.7333
6 C -0.9306 1.0594 -3.5058
7 C 0.3742 1.8449 -3.5725
8 C -1.9567 1.5820 -4.5056
9 C -1.1707 2.4988 -0.9442
10 C -1.7567 3.6426 -1.4774
11 C -1.5967 4.8864 -0.8814
12 C -0.8380 5.0039 0.2769
13 C -0.1972 3.8972 0.7971
14 C -0.3152 2.6413 0.1752
15 N 0.3334 1.5290 0.6541
16 C 1.5347 1.6048 1.2807
17 C 2.5066 2.5964 1.0214
18 C 3.7470 2.5071 1.6067
19 C 4.0486 1.4566 2.4754
20 C 3.1105 0.4732 2.7438
21 C 1.8518 0.5267 2.1593
22 P 0.5634 -0.7146 2.2797
23 C 1.1585 -2.2189 3.1284
24 C 2.3501 -2.8086 2.3611
25 C 1.4502 -2.0693 4.6288
26 C -0.8982 -0.0205 3.1531
27 C -0.5516 0.7647 4.4180
28 C -1.9093 -1.1358 3.4251
29 H -5.2162 1.1710 -1.7755
30 H -4.0935 2.0007 -2.8467
31 H -4.1191 2.3809 -1.1187
32 H -3.3521 -0.3566 -2.2679
33 H -3.2196 0.7069 0.6045
34 H -2.7735 -0.9289 0.0850
35 H -4.4525 -0.3939 -0.0099
36 H -0.6759 0.0268 -3.7761
37 H 0.1947 2.9132 -3.4176
38 H 0.8251 1.6896 -4.5531
39 H 2.1227 1.6683 -2.6472
40 H -2.1862 2.6372 -4.3504
41 H -2.8881 1.0183 -4.4720
42 H -1.5524 1.4794 -5.5137
43 H -2.3745 3.5671 -2.3623
44 H -2.0855 5.7530 -1.3062
45 H -0.7462 5.9610 0.7734
46 H 0.3866 3.9801 1.7043
47 H 2.2900 3.3798 0.3084
48 H 4.5037 3.2456 1.3772
49 H 5.0258 1.4032 2.9357
50 H 3.3709 -0.3310 3.4157
51 H 0.3125 -2.9035 3.0051
52 H 3.2708 -2.2626 2.5608
53 H 2.1969 -2.8022 1.2811
54 H 2.5042 -3.8416 2.6773
55 H 1.9924 -1.1533 4.8617
56 H 2.0607 -2.9092 4.9635
57 H 0.5361 -2.0730 5.2218
58 H -1.3265 0.6693 2.4228
59 H -0.1758 0.1128 5.2064
60 H -1.4499 1.2569 4.7958
61 H 0.1970 1.5346 4.2260
62 H -1.5447 -1.8310 4.1832
63 H -2.1484 -1.7077 2.5251
64 H -2.8377 -0.7027 3.8001
65 C -1.1247 -3.8293 -2.1620
66 C -1.2061 -4.0898 -0.7984
67 C -0.0592 -4.4341 -0.0906
68 C 1.1648 -4.5204 -0.7436
69 C 1.2481 -4.2638 -2.1070
70 C 0.1004 -3.9186 -2.8127
71 H -2.0186 -3.5842 -2.7230
72 H -2.1644 -4.0501 -0.2946
73 H -0.1228 -4.6570 0.9683
74 H 2.0560 -4.8019 -0.1966
75 H 2.1973 -4.3575 -2.6192
76 H 0.1683 -3.7361 -3.8789
77 F 3.7243 0.1370 -3.0108
78 Te 2.4414 -1.2341 -3.1437
79 F 3.8699 -2.2328 -2.4020
80 F 2.6807 -2.5887 -4.4632
81 F 2.3139 -0.7288 -0.7637
82 F 2.0821 -0.2414 -4.7703
83 O 1.2211 1.3408 -2.5394



# 4
ORCA calculation (ωB97M-V with the def2-TZVPD basis set) on a structure of composition C4H11BClNV.

E_LUMO ... -16.3265 eV
Charge ... +3
Relative energy (zero: lowest compared OMol25 entry of this formula, charge and spin) ... 0.00 kJ/mol
M ... 170.348 g mol⁻¹
Gap between HOMO and LUMO ... 5.090 eV
Strongest force on any atom ... 0.036 Eh/bohr
HOMO ... -21.42 eV

CARTESIAN COORDINATES (ANGSTROEM)
1 C 0.3904 1.8363 0.9860
2 B -0.7042 0.6727 0.9994
3 N -2.0166 0.5734 1.2314
4 C 0.3761 -0.8879 0.6724
5 C 0.2527 -1.0990 -0.7668
6 C 0.8152 -0.0505 -1.7626
7 Cl -0.5324 0.5619 -2.7122
8 H 1.4477 1.5975 0.9998
9 H 0.0666 2.2597 1.9612
10 H 0.1006 2.4910 0.1563
11 H -2.4984 0.9955 2.0333
12 H -2.7268 0.2796 0.5570
13 H 1.3590 -0.6508 1.0733
14 H -0.1623 -1.5780 1.3303
15 H 0.9432 -2.0755 -1.0302
16 H -0.7721 -1.3683 -1.0539
17 H 1.2531 0.7712 -1.1941
18 H 1.5980 -0.4271 -2.4216
19 V 0.8294 -3.9054 -1.0150